Computed, not measured: an isolated molecule of C3H8N2O in a non-equilibrium geometry, with ωB97M-V/def2-TZVPD.

```
! RIJCOSX wB97M-V def2-TZVPD def2/J DEFGRID3
* xyz 0 1
O -1.00 0.65 2.22
N -0.81 -0.73 0.40
N -0.24 -0.31 -1.82
C -0.24 0.25 -0.50
C -0.95 -0.45 1.72
C 1.19 0.69 0.06
H -1.17 -1.37 2.30
H 1.12 1.20 1.02
H 0.49 -1.01 -1.91
H -0.85 -1.68 0.07
H 1.84 -0.17 0.10
H -0.89 1.13 -0.48
H 1.60 1.41 -0.65
H -0.09 0.41 -2.52
*
```

Results
SMILES string ... C[C@@H](N)NC=O
HOMO-LUMO gap ... 10.50 eV
Largest force on an atom ... 1.78 eV Å⁻¹
Total energy ... -8268.58013 eV
Relative energy (zero: lowest compared OMol25 entry of this formula, charge and spin) ... 0.746 eV
HOMO ... -9.56 eV
E_LUMO ... 0.9 eV

The net atomic charges from Löwdin, expressed in e, are:
1 O 0.026
2 N 0.045
3 N 0.042
4 C -0.449
5 C -0.376
6 C -0.037
7 H 0.128
8 H 0.060
9 H 0.076
10 H 0.129
11 H 0.069
12 H 0.144
13 H 0.065
14 H 0.079